(1)
Molecular formula: H4NOPS2
Method: DFT, wB97M-V/def2-TZVPD

Each line ends with the Mulliken charge.
Cartesian coordinates (Å):
N  1.006  -0.979  0.030  -0.462
O  -0.416  0.887  -1.465  -0.576
P  -0.453  -0.202  0.174  0.658
S  -1.970  -1.412  0.181  -0.349
S  -0.145  1.292  1.552  -0.251
H  0.942  -1.812  -0.577  0.219
H  1.802  -0.979  0.643  0.236
H  -1.313  1.135  -1.274  0.313
H  0.547  2.070  0.736  0.212

Calculated values
**Max |F|**: 4.74 eV Å⁻¹
**E_LUMO**: 0.330 eV
**Frontier orbital gap**: 9.8 eV
**Structure (SMILES)**: N[P@@](O)(=S)S
**ΔE to the lowest compared entry with this formula, charge and spin**: 23.9 kcal/mol
**Highest occupied orbital energy**: -9.43 eV

(2)
Molecular formula: H4NP3
Method: DFT, wB97M-V/def2-TZVPD

Each line ends with the Mulliken charge.
Cartesian coordinates (Å):
N  -0.095  1.216  0.444  -0.244
P  0.878  2.398  0.153  0.059
P  0.100  -1.806  0.212  -0.121
P  -0.704  -0.045  -0.729  0.071
H  0.924  2.838  1.505  0.050
H  -0.384  -2.571  -0.862  0.075
H  -1.051  -2.048  0.961  0.070
H  0.334  0.018  -1.685  0.042

Calculated values
**Max |F|**: 2.59 eV Å⁻¹
**E_LUMO**: -0.496 eV
**Frontier orbital gap**: 8.3 eV
**Structure (SMILES)**: [H]/P=N/[PH]#[PH2]
**ΔE to the lowest compared entry with this formula, charge and spin**: 6.6 kcal/mol
**Highest occupied orbital energy**: -8.76 eV

(3)
Molecular formula: H4NPS
Method: DFT, wB97M-V/def2-TZVPD

Each line ends with the Mulliken charge.
Cartesian coordinates (Å):
N  -1.178  0.057  0.203  -0.605
P  0.156  -1.034  0.042  0.154
S  1.762  0.359  0.071  -0.309
H  -1.551  0.125  -0.798  0.269
H  -1.061  1.079  0.444  0.294
H  0.272  -1.335  1.313  0.036
H  1.600  0.750  -1.275  0.161

Calculated values
**Max |F|**: 2.99 eV Å⁻¹
**E_LUMO**: 0.814 eV
**Frontier orbital gap**: 9.8 eV
**Structure (SMILES)**: NPS
**ΔE to the lowest compared entry with this formula, charge and spin**: 3.1 kcal/mol
**Highest occupied orbital energy**: -8.99 eV

(4)
Molecular formula: H4NPS3
Method: DFT, wB97M-V/def2-TZVPD

Each line ends with the Mulliken charge.
Cartesian coordinates (Å):
N  0.340  1.722  0.993  -0.515
P  -0.508  0.494  1.372  0.572
S  0.487  -0.663  -2.576  -0.242
S  -2.241  0.076  0.517  -0.285
S  0.130  -0.997  2.856  -0.208
H  1.308  1.955  1.141  0.267
H  0.465  0.475  -3.197  0.130
H  0.734  -1.204  -3.670  0.116
H  -0.715  -1.858  2.565  0.166

Calculated values
**Max |F|**: 4.34 eV Å⁻¹
**E_LUMO**: -0.455 eV
**Frontier orbital gap**: 9.0 eV
**ΔE to the lowest compared entry with this formula, charge and spin**: 11.9 kcal/mol
**Highest occupied orbital energy**: -9.48 eV

(5)
Molecular formula: H4O10S2Zn
Method: DFT, wB97M-V/def2-TZVPD

Each line ends with the Mulliken charge.
Cartesian coordinates (Å):
Zn  0.093  -0.014  -0.085  0.666
S  -2.073  0.857  1.113  1.275
O  -3.427  1.238  0.693  -0.739
O  -1.830  1.087  2.540  -0.717
O  -1.787  -0.546  0.706  -0.685
O  -1.014  1.578  0.338  -0.707
S  1.871  -1.430  1.216  1.319
O  1.400  -0.011  1.318  -0.614
O  1.084  -1.798  0.016  -0.698
O  3.313  -1.460  0.919  -0.767
O  1.586  -2.188  2.409  -0.695
O  1.133  1.423  -1.386  -0.420
H  0.600  2.170  -1.057  0.371
H  1.667  1.775  -2.103  0.231
O  -0.697  -0.792  -1.886  -0.336
H  -0.398  -1.454  -2.516  0.228
H  -1.522  -0.434  -2.237  0.289

Calculated values
**Max |F|**: 2.92 eV Å⁻¹
**E_LUMO**: 4.408 eV
**Frontier orbital gap**: 5.9 eV
**ΔE to the lowest compared entry with this formula, charge and spin**: 0.0 kcal/mol
**Highest occupied orbital energy**: -1.52 eV
**Net charge**: -2

(6)
Molecular formula: H4O2
Method: DFT, wB97M-V/def2-TZVPD

Each line ends with the Mulliken charge.
Cartesian coordinates (Å):
O  0.146  -0.326  6.163  -0.636
H  0.378  0.619  6.020  0.323
H  -0.063  -0.388  7.123  0.320
O  -1.153  -1.587  2.921  -0.651
H  -0.731  -2.307  2.400  0.321
H  -0.470  -1.322  3.577  0.323

Calculated values
**Max |F|**: 1.24 eV Å⁻¹
**E_LUMO**: 0.778 eV
**Frontier orbital gap**: 12.0 eV
**Structure (SMILES)**: O.O
**ΔE to the lowest compared entry with this formula, charge and spin**: 4.1 kcal/mol
**Highest occupied orbital energy**: -11.21 eV

(7)
Molecular formula: H4O2
Method: DFT, wB97M-V/def2-TZVPD

Each line ends with the Mulliken charge.
Cartesian coordinates (Å):
H  -1.508  0.956  0.242  0.318
H  -1.918  -0.577  -0.085  0.322
H  1.989  -0.469  0.554  0.309
H  0.864  -0.154  -0.484  0.344
O  -1.179  0.071  -0.102  -0.639
O  1.752  0.172  -0.126  -0.654

Calculated values
**Max |F|**: 2.07 eV Å⁻¹
**E_LUMO**: 0.653 eV
**Frontier orbital gap**: 11.5 eV
**Structure (SMILES)**: O.O
**ΔE to the lowest compared entry with this formula, charge and spin**: 4.3 kcal/mol
**Highest occupied orbital energy**: -10.83 eV

(8)
Molecular formula: H4O2
Method: DFT, wB97M-V/def2-TZVPD

Each line ends with the Mulliken charge.
Cartesian coordinates (Å):
H  -0.278  -0.386  -0.542  0.353
H  -0.927  -1.699  -1.194  0.321
H  0.663  1.620  0.302  0.348
H  0.643  0.624  1.463  0.339
O  -0.073  -1.237  -0.997  -0.662
O  0.061  1.217  0.993  -0.698

Calculated values
**Max |F|**: 2.07 eV Å⁻¹
**E_LUMO**: 0.831 eV
**Frontier orbital gap**: 12.1 eV
**Structure (SMILES)**: O.O
**ΔE to the lowest compared entry with this formula, charge and spin**: 2.9 kcal/mol
**Highest occupied orbital energy**: -11.28 eV

(9)
Molecular formula: H4O2
Method: DFT, wB97M-V/def2-TZVPD

Each line ends with the Mulliken charge.
Cartesian coordinates (Å):
H  -0.478  -0.046  1.918  0.311
H  -0.117  -0.118  0.457  0.357
H  1.393  -0.593  -1.068  0.353
H  1.111  0.942  -0.968  0.353
O  -0.899  -0.102  1.030  -0.640
O  0.661  0.079  -1.072  -0.735

Calculated values
**Max |F|**: 1.81 eV Å⁻¹
**E_LUMO**: 0.568 eV
**Frontier orbital gap**: 11.3 eV
**Structure (SMILES)**: O.O
**ΔE to the lowest compared entry with this formula, charge and spin**: 4.8 kcal/mol
**Highest occupied orbital energy**: -10.76 eV

(10)
Molecular formula: H4O2
Method: DFT, wB97M-V/def2-TZVPD

Each line ends with the Mulliken charge.
Cartesian coordinates (Å):
H  -2.101  -0.480  0.218  0.321
H  -1.312  0.871  0.243  0.323
H  1.148  0.814  -0.008  0.275
H  0.648  -0.502  0.243  0.376
O  -1.287  -0.026  -0.075  -0.665
O  1.489  -0.062  -0.012  -0.630

Calculated values
**Max |F|**: 1.52 eV Å⁻¹
**E_LUMO**: 0.518 eV
**Frontier orbital gap**: 11.5 eV
**Structure (SMILES)**: O.O
**ΔE to the lowest compared entry with this formula, charge and spin**: 5.4 kcal/mol
**Highest occupied orbital energy**: -10.97 eV

(11)
Molecular formula: H4O2
Method: DFT, wB97M-V/def2-TZVPD

Each line ends with the Mulliken charge.
Cartesian coordinates (Å):
H  -1.593  -0.884  -0.785  0.305
H  -0.767  0.340  -0.402  0.368
H  1.513  -0.204  0.176  0.325
H  1.356  0.589  1.421  0.305
O  -1.346  -0.049  -1.148  -0.659
O  0.837  0.208  0.738  -0.643

Calculated values
**Max |F|**: 2.73 eV Å⁻¹
**E_LUMO**: 0.628 eV
**Frontier orbital gap**: 11.5 eV
**Structure (SMILES)**: O.O
**ΔE to the lowest compared entry with this formula, charge and spin**: 3.1 kcal/mol
**Highest occupied orbital energy**: -10.90 eV

(12)
Molecular formula: H4O2
Method: DFT, wB97M-V/def2-TZVPD

Each line ends with the Mulliken charge.
Cartesian coordinates (Å):
H  -1.151  0.047  0.730  0.289
H  -1.776  0.821  -0.317  0.316
H  2.296  -0.239  -0.456  0.301
H  1.317  0.869  0.098  0.311
O  -1.604  -0.128  -0.051  -0.612
O  1.519  -0.060  0.044  -0.605

Calculated values
**Max |F|**: 3.34 eV Å⁻¹
**E_LUMO**: 0.731 eV
**Frontier orbital gap**: 12.0 eV
**Structure (SMILES)**: O.O
**ΔE to the lowest compared entry with this formula, charge and spin**: 9.9 kcal/mol
**Highest occupied orbital energy**: -11.26 eV

(13)
Molecular formula: H4O2
Method: DFT, wB97M-V/def2-TZVPD

Each line ends with the Mulliken charge.
Cartesian coordinates (Å):
H  2.432  0.009  0.351  0.314
H  1.336  0.454  -0.557  0.318
H  -1.119  0.320  0.130  0.291
H  -2.580  -0.118  0.326  0.320
O  1.678  -0.356  -0.094  -0.629
O  -1.748  -0.309  -0.156  -0.615

Calculated values
**Max |F|**: 2.09 eV Å⁻¹
**E_LUMO**: 0.718 eV
**Frontier orbital gap**: 12.2 eV
**Structure (SMILES)**: O.O
**ΔE to the lowest compared entry with this formula, charge and spin**: 7.1 kcal/mol
**Highest occupied orbital energy**: -11.47 eV

(14)
Molecular formula: H4O2
Method: DFT, wB97M-V/def2-TZVPD

Each line ends with the Mulliken charge.
Cartesian coordinates (Å):
H  -2.357  -0.104  -0.066  0.310
H  -1.006  0.531  0.383  0.307
H  1.197  0.563  -0.196  0.311
H  1.566  -0.793  0.298  0.328
O  -1.384  -0.137  -0.224  -0.624
O  1.984  -0.060  -0.195  -0.632

Calculated values
**Max |F|**: 2.38 eV Å⁻¹
**E_LUMO**: 0.505 eV
**Frontier orbital gap**: 11.9 eV
**Structure (SMILES)**: O.O
**ΔE to the lowest compared entry with this formula, charge and spin**: 7.1 kcal/mol
**Highest occupied orbital energy**: -11.43 eV

(15)
Molecular formula: H4O2
Method: DFT, wB97M-V/def2-TZVPD

Each line ends with the Mulliken charge.
Cartesian coordinates (Å):
H  2.594  -0.139  -0.052  0.303
H  1.350  0.796  -0.334  0.325
H  -1.080  0.475  0.481  0.312
H  -2.558  0.041  0.246  0.311
O  1.631  -0.078  0.044  -0.629
O  -1.670  -0.069  -0.087  -0.623

Calculated values
**Max |F|**: 1.54 eV Å⁻¹
**E_LUMO**: 0.810 eV
**Frontier orbital gap**: 12.2 eV
**Structure (SMILES)**: O.O
**ΔE to the lowest compared entry with this formula, charge and spin**: 6.0 kcal/mol
**Highest occupied orbital energy**: -11.41 eV

(16)
Molecular formula: H4O2
Method: DFT, wB97M-V/def2-TZVPD

Each line ends with the Mulliken charge.
Cartesian coordinates (Å):
H  -1.348  -0.430  -1.051  0.305
H  -1.584  0.826  -0.178  0.332
H  0.801  -0.981  0.799  0.307
H  2.289  -0.860  1.196  0.317
O  -1.501  0.521  -1.147  -0.637
O  1.481  -0.341  1.052  -0.623

Calculated values
**Max |F|**: 2.51 eV Å⁻¹
**E_LUMO**: 0.553 eV
**Frontier orbital gap**: 12.1 eV
**Structure (SMILES)**: O.O
**ΔE to the lowest compared entry with this formula, charge and spin**: 7.3 kcal/mol
**Highest occupied orbital energy**: -11.53 eV

(17)
Molecular formula: H4O2
Method: DFT, wB97M-V/def2-TZVPD

Each line ends with the Mulliken charge.
Cartesian coordinates (Å):
H  -1.345  -0.789  0.381  0.349
H  -0.482  -0.977  -0.775  0.334
H  0.332  0.714  -0.152  0.373
H  1.643  0.381  0.686  0.306
O  -1.213  -0.433  -0.503  -0.699
O  1.065  1.105  0.363  -0.663

Calculated values
**Max |F|**: 1.08 eV Å⁻¹
**E_LUMO**: 0.569 eV
**Frontier orbital gap**: 11.8 eV
**Structure (SMILES)**: O.O
**ΔE to the lowest compared entry with this formula, charge and spin**: 4.4 kcal/mol
**Highest occupied orbital energy**: -11.19 eV

(18)
Molecular formula: H4O2Si
Method: DFT, wB97M-V/def2-TZVPD

Each line ends with the Mulliken charge.
Cartesian coordinates (Å):
O  -1.727  0.438  -0.390  -0.340
O  -0.849  -0.170  0.569  -0.261
Si  0.857  0.033  0.209  0.518
H  -2.062  -0.341  -0.929  0.342
H  1.195  -1.383  0.670  -0.072
H  1.698  0.996  1.008  -0.083
H  0.889  0.427  -1.138  -0.104

Calculated values
**Max |F|**: 2.95 eV Å⁻¹
**E_LUMO**: 0.756 eV
**Frontier orbital gap**: 11.1 eV
**Structure (SMILES)**: OO[SiH3]
**ΔE to the lowest compared entry with this formula, charge and spin**: 109.2 kcal/mol
**Highest occupied orbital energy**: -10.37 eV

| no. | total energy (a.u.) |
| --- | --- |
| 1 | -1270.15786 |
| 2 | -1081.14190 |
| 3 | -796.68392 |
| 4 | -1593.04275 |
| 5 | -3330.63812 |
| 6 | -152.86848 |
| 7 | -152.86814 |
| 8 | -152.87036 |
| 9 | -152.86735 |
| 10 | -152.86639 |
| 11 | -152.87002 |
| 12 | -152.85919 |
| 13 | -152.86369 |
| 14 | -152.86355 |
| 15 | -152.86533 |
| 16 | -152.86326 |
| 17 | -152.86790 |
| 18 | -442.25839 |